115
Properties=species:S:1:pos:R:3 method="wB97M-V/def2-TZVPD" e_lumo_ha="0.013 / -0.037" energy_ev=-156625.717 charge=0 multiplicity=2 homo_lumo_gap_ha="0.274 / 0.234" homo_ev="-7.110 / -7.390"
Cu 0.349 0.045 -0.026
S 1.925 -0.052 -1.658
S 1.386 3.325 -2.144
P -0.875 -2.050 -0.566
P 0.230 -0.351 2.220
P 2.525 1.752 -2.377
N -1.791 -2.338 2.050
C 2.482 -4.298 -0.920
C -3.095 4.037 -2.995
C 2.586 -0.626 5.582
C 0.656 -5.781 -1.400
C 3.476 0.239 -4.516
C 2.875 -0.026 2.893
C -2.323 0.607 2.620
C 4.997 0.942 -1.256
C 6.178 3.406 -1.719
C 3.006 2.191 -6.426
C 6.336 1.136 -0.964
C -1.002 0.680 3.057
C -1.624 2.417 4.594
C 0.808 3.016 0.996
C -2.947 2.287 4.209
C 6.929 2.362 -1.204
C -1.511 3.676 1.116
C -3.898 1.496 -2.246
C 4.841 3.217 -2.011
C -3.383 -1.896 -4.414
C 3.973 0.034 3.734
C 1.625 -0.378 3.393
C 3.548 0.971 -6.796
C 0.221 -3.490 -0.831
C 2.911 1.450 -4.146
C 3.786 -0.001 -5.839
C -0.650 1.616 4.024
C -4.282 3.512 -3.482
C -0.532 2.777 0.649
C -2.318 3.307 -2.118
C -1.146 4.783 1.850
C -2.081 -2.731 0.692
C 1.587 -3.271 -0.691
C 2.686 2.432 -5.101
C -2.789 -2.481 3.008
C -2.724 2.036 -1.720
C -3.759 -2.793 -3.428
C -3.652 -2.055 5.227
C -1.886 -2.114 -2.087
C -3.017 -2.905 -2.266
C -1.920 1.230 -0.816
C -4.823 -2.732 4.931
C 4.250 1.982 -1.788
C -0.902 1.589 -0.036
C -0.430 -2.118 2.430
C 1.486 -0.683 4.746
C -2.240 -1.127 -4.255
C 0.191 5.030 2.133
C -4.679 2.236 -3.112
C -3.296 1.383 3.218
C -1.494 -1.236 -3.098
C -3.980 -3.159 2.720
C 3.826 -0.262 5.080
C -0.243 -4.752 -1.189
C 1.167 4.142 1.703
C -2.648 -1.935 4.287
C 2.018 -5.553 -1.272
C -4.976 -3.278 3.671
H 0.231 -2.731 1.798
H 2.473 -0.860 6.630
H 0.297 -6.763 -1.671
H 4.523 -0.012 -1.080
H -3.332 -3.604 -1.505
H -4.143 -3.613 1.756
H -1.381 3.698 -1.754
H 4.677 -0.204 5.744
H 1.934 -2.281 -0.429
H 1.564 2.307 0.682
H -1.942 -0.432 -5.025
H -2.162 0.166 -0.887
H -4.893 4.094 -4.155
H -1.302 -4.929 -1.318
H 0.519 -0.945 5.154
H 0.471 5.910 2.693
H 6.637 4.364 -1.909
H -3.056 -2.310 0.411
H -1.765 -1.376 4.548
H 2.976 0.207 1.841
H 4.209 -0.952 -6.123
H 3.542 -4.119 -0.826
H -1.905 5.469 2.205
H 4.242 4.022 -2.414
H -1.346 3.143 5.343
H 2.253 3.376 -4.805
H 6.921 0.321 -0.559
H -5.880 -3.814 3.419
H 2.828 2.953 -7.172
H 2.716 -6.356 -1.455
H -5.594 1.819 -3.512
H 0.382 1.720 4.328
H -4.642 -3.404 -3.554
H -3.984 -1.794 -5.304
H 4.939 0.322 3.342
H 7.980 2.504 -0.989
H -3.707 2.902 4.666
H -2.584 -0.064 1.816
H -5.604 -2.829 5.667
H -0.610 -0.627 -2.956
H 3.780 0.770 -7.833
H 2.208 4.329 1.922
H -4.326 1.284 2.910
H -2.120 -3.829 0.592
H -4.197 0.493 -1.964
H -3.520 -1.611 6.202
H -0.269 -2.424 3.470
H -2.764 5.017 -3.308
H 3.649 -0.515 -3.760
H -2.549 3.496 0.871


120
Properties=species:S:1:pos:R:3 method="wB97M-V/def2-TZVPD" e_lumo_ha=0.144 energy_ev=-132228.416 charge=-2 homo_lumo_gap_ha=0.154 homo_ev=-0.263
Bi -0.067 0.407 0.117
S -3.543 0.714 1.492
S 0.135 2.196 2.027
S 4.502 0.178 1.126
P -2.386 -0.778 2.193
P 0.161 0.426 3.125
P 0.586 -0.193 -2.969
O -3.644 0.077 -1.969
N -2.394 -0.395 -2.345
N 1.445 2.073 -0.743
C -2.538 4.016 -2.575
C 4.955 -1.084 -1.511
C -0.596 0.877 4.738
C 2.207 -1.467 2.803
C 1.820 -0.143 -5.610
C 1.087 3.233 -1.329
C 3.660 2.991 -0.296
C -2.477 -1.552 -2.848
C 2.635 0.620 4.216
C -2.108 -4.190 -0.126
C 0.028 -1.954 -3.318
C 2.290 -0.486 -2.380
C -0.683 -4.567 -4.099
C -2.799 -2.277 1.183
C 1.802 -0.109 3.364
C -0.256 1.388 -6.640
C 3.299 4.112 -0.956
C -2.058 2.213 6.121
C -1.643 -3.652 -3.704
C -2.581 -2.482 4.389
C 3.861 -1.785 -0.752
C 3.974 -1.538 0.795
C 3.354 0.144 -2.884
C 4.096 -1.265 4.469
C -1.035 5.698 -1.553
C -1.420 1.987 4.904
C -1.890 1.324 7.173
C 0.983 -2.895 -3.710
C -1.075 0.209 7.011
C -4.130 -2.607 0.925
C -0.477 4.674 -3.795
C -3.036 -2.912 5.626
C 0.784 0.995 -7.468
C -0.249 1.022 -5.299
C 1.985 4.258 -1.511
C 2.419 -1.268 -1.090
C 2.507 -1.561 1.255
C -3.976 -2.158 6.321
C 4.713 -0.160 -2.435
C -4.453 -0.977 5.771
C -0.670 -0.827 2.274
C 3.348 -2.026 3.639
C -1.317 -2.354 -3.302
C 2.035 -0.477 0.256
C -3.435 -4.515 -0.369
C 2.962 0.699 0.410
C -1.069 4.422 -2.404
C -1.793 -3.076 0.649
C -4.448 -3.720 0.160
C -0.429 -0.010 5.802
C 0.787 0.256 -4.763
C -3.072 -1.306 3.821
C 3.810 0.115 4.734
C -0.386 3.242 -1.699
C 2.723 1.888 -0.198
C 0.649 -4.185 -4.092
C -4.005 -0.554 4.522
C 1.820 0.227 -6.948
H -0.030 6.104 -1.459
H -0.968 -5.569 -4.395
H -4.372 0.363 4.076
H -5.486 -3.963 -0.037
H 2.306 1.614 4.514
H 4.439 0.699 5.396
H -1.677 6.465 -2.002
H -1.061 1.329 -4.645
H 5.974 -1.344 -1.245
H -3.447 0.621 -1.174
H 0.576 4.948 -3.745
H 2.026 -2.601 -3.709
H 4.639 2.875 0.154
H -5.173 -0.379 6.317
H 2.090 -2.530 0.941
H 3.940 -2.862 -0.940
H -4.327 -2.487 7.292
H 0.223 -0.867 5.665
H 5.537 0.365 -2.907
H 1.346 -2.131 2.903
H -2.395 1.496 8.117
H -0.943 -0.489 7.830
H 3.243 0.836 -3.712
H -2.687 -3.945 -3.678
H 4.644 -2.226 1.306
H -0.928 3.081 -0.755
H -1.401 5.489 -0.544
H 4.925 -1.732 4.999
H 1.719 5.173 -2.016
H 2.632 -0.742 -5.223
H -2.651 -3.828 6.058
H -2.699 3.080 6.240
H 1.734 -2.119 -1.123
H 1.423 -4.884 -4.385
H -0.563 2.343 -2.304
H -1.827 -3.047 3.851
H -3.682 -5.381 -0.975
H -3.093 4.793 -3.112
H -1.070 1.985 -7.034
H -0.556 3.774 -4.414
H 3.569 -3.087 3.529
H -3.455 -2.032 -2.895
H 2.635 -0.088 -7.590
H -3.013 3.860 -1.603
H 4.001 4.934 -1.056
H -1.562 2.662 4.069
H -2.623 3.081 -3.139
H -1.314 -4.798 -0.544
H -0.762 -2.818 0.873
H -1.021 5.483 -4.296
H -4.911 -1.967 1.318
H 0.793 1.287 -8.511


123
Properties=species:S:1:pos:R:3 method="wB97M-V/def2-TZVPD" smiles="CNCc1ccc2c(c1CCCCCCCCCOC)C(=O)c1cccc(CC[C@](F)(Br)C(F)(F)Br)c1C2=O.O=C1c2ccccc2C(=O)c2ccccc21.O=C1c2ccccc2C(=O)c2ccccc21" e_lumo_ha=-0.042 energy_ev=-225051.035 charge=0 homo_lumo_gap_ha=0.292 homo_ev=-9.077
Br -1.503 2.584 7.470
Br 0.928 4.885 7.473
F 0.387 0.969 6.508
F 1.987 2.434 7.644
F 2.061 3.298 5.656
O 2.665 1.727 -2.209
O 6.278 -0.635 2.244
O 6.729 -4.794 5.598
O -2.527 4.383 -2.376
O -0.444 -1.036 -0.580
O -0.852 -0.607 4.257
O -5.467 4.622 -6.851
N -2.693 -6.627 1.471
C -3.061 7.900 -5.881
C -1.151 -0.890 0.391
C -5.565 2.254 -5.365
C -2.793 -4.190 1.313
C -1.726 2.166 4.366
C -0.702 0.421 -4.305
C -2.369 6.726 -3.899
C 4.224 -1.019 4.107
C -1.745 2.815 0.626
C -3.909 5.696 -5.444
C 7.721 -3.509 3.888
C -1.363 -1.944 -3.557
C 0.017 2.273 6.314
C -1.701 1.906 2.882
C 8.614 -2.163 2.098
C -1.250 -6.670 1.270
C -4.006 3.275 -3.835
C 3.222 -1.284 5.024
C 4.432 -3.209 5.809
C -1.860 -1.860 2.519
C 5.445 -2.944 4.896
C -1.835 2.978 2.001
C -1.504 0.631 2.333
C -1.086 -1.006 -4.742
C -3.140 -2.283 -1.698
C -4.781 3.339 -4.995
C -3.174 4.433 -3.401
C 8.864 -4.298 3.863
C -2.322 7.852 -4.704
C -1.407 0.472 0.948
C 6.638 -3.836 4.861
C 3.323 -2.382 5.871
C -0.294 2.481 4.836
C -3.158 5.644 -4.267
C -3.855 6.827 -6.249
C 6.392 -1.555 3.025
C 1.273 3.126 6.744
C -4.017 2.123 -3.057
C 2.396 1.132 -3.465
C -4.800 1.044 -3.432
C 0.451 1.063 -5.094
C -2.837 -4.025 2.702
C -2.187 -3.264 -1.005
C -4.780 4.558 -5.854
C -2.264 -3.175 0.500
C -1.508 1.557 0.094
C 9.876 -4.019 2.961
C 7.598 -2.434 3.006
C 3.999 1.586 -1.786
C -5.574 1.110 -4.585
C -1.792 -2.015 1.135
C 5.337 -1.848 4.036
C -3.342 -5.501 0.798
C -1.353 -0.605 3.151
C 9.749 -2.954 2.076
C 1.335 1.939 -4.201
C -2.375 -2.876 3.314
C -2.846 -2.022 -3.186
H -0.989 -2.943 -3.796
H 4.684 2.167 -2.416
H -1.151 -3.104 -1.291
H 2.533 -2.590 6.581
H 1.823 2.710 -4.801
H -1.574 1.071 -4.412
H 8.503 -1.330 1.417
H -0.039 3.497 4.544
H -6.163 2.319 -6.263
H -2.114 1.309 4.911
H -3.416 2.086 -2.159
H 2.356 -0.637 5.081
H -0.264 -1.427 -5.327
H 0.049 1.695 -5.889
H 4.524 -4.064 6.464
H -4.810 0.149 -2.823
H -0.726 -6.104 2.041
H -4.438 6.853 -7.159
H -3.017 8.778 -6.512
H 0.731 2.463 -3.458
H 3.316 1.091 -4.060
H 8.948 -5.125 4.554
H -1.796 6.674 -2.984
H -2.409 -2.757 4.388
H 10.767 -4.633 2.946
H -3.357 -2.745 -3.826
H -4.408 -5.550 1.029
H 1.055 0.302 -5.593
H -1.947 -0.973 -5.413
H 0.373 1.791 4.319
H -3.184 -1.323 -1.180
H -1.845 3.662 -0.040
H 4.154 -0.173 3.437
H -3.237 -5.586 -0.286
H -3.235 -4.836 3.298
H -6.187 0.266 -4.874
H -2.364 3.026 4.566
H 2.062 0.096 -3.318
H -0.899 -7.700 1.326
H -2.451 -4.263 -1.345
H 4.068 1.955 -0.765
H -0.781 -1.596 -2.705
H -3.103 -7.491 1.148
H 10.540 -2.741 1.369
H -0.438 0.421 -3.244
H -4.143 -2.712 -1.609
H -2.017 3.968 2.402
H -1.706 8.694 -4.417
H -1.407 1.394 -0.972
H -0.937 -6.271 0.295
H -3.287 -1.052 -3.437
H 4.326 0.540 -1.802


130
Properties=species:S:1:pos:R:3 method="wB97M-V/def2-TZVPD" smiles=Oc1ccc(O)cc1.Oc1ccc(O)cc1.Oc1ccc(O)cc1.c1ccncc1.c1ccncc1.c1ccncc1.c1ccncc1.c1ccncc1.c1ccncc1.c1ccncc1.c1ccncc1 e_lumo_ha=0.007 energy_ev=-85274.668 charge=0 homo_lumo_gap_ha=0.288 homo_ev=-7.652
O 0.919 -2.826 0.043
O 2.780 -1.381 5.418
O -1.464 2.145 -0.171
O -0.193 3.630 -1.934
O -1.007 9.192 -2.070
O 4.284 -5.264 1.851
N 3.448 4.109 -2.536
N -1.814 -5.029 0.932
N -3.969 0.413 5.323
N -1.495 4.662 3.982
N -6.904 -3.812 -2.819
N -4.406 1.845 0.194
N 0.798 0.223 -4.806
N 4.519 -5.429 -4.382
C -0.787 5.651 3.543
C 0.884 4.151 2.585
C -1.139 -1.554 -0.193
C -0.878 7.867 -2.012
C -0.954 0.949 0.153
C -0.536 -5.537 0.736
C -4.120 4.027 -1.074
C -0.898 5.632 -0.770
C -0.548 4.921 -1.928
C 3.916 -4.290 2.721
C -3.854 4.022 1.382
C 5.256 -6.414 -2.314
C 3.615 -2.958 2.297
C 1.208 -0.360 -3.652
C 0.495 -5.180 1.572
C -4.113 0.024 4.034
C -0.952 -3.717 2.813
C 3.074 -2.303 4.584
C 0.418 0.821 0.186
C 1.448 -0.097 -5.917
C 3.917 3.086 -3.263
C 0.299 -4.290 2.674
C 0.286 -1.751 0.068
C -5.166 -1.610 -2.092
C 3.977 -4.637 4.092
C 4.163 1.642 -1.477
C -3.062 -0.341 3.178
C -1.595 -0.038 5.018
C -4.840 -2.691 -3.016
C -1.070 3.419 3.890
C 3.411 -5.030 -3.826
C -0.165 5.560 -3.073
C 3.173 -2.034 3.158
C -1.191 6.994 -0.780
C 2.270 -1.367 -3.671
C 0.402 5.491 2.795
C -4.435 2.680 -0.929
C 2.637 -0.830 -5.975
C 0.099 3.124 3.096
C 3.670 2.702 -0.628
C -1.655 -0.204 -0.082
C 4.130 -5.945 -1.716
C 0.991 -0.468 0.275
C -2.669 0.344 5.793
C -6.478 -1.714 -1.523
C -1.996 -4.114 1.916
C -7.384 -2.791 -2.021
C -0.332 7.113 -3.060
C -1.749 -0.376 3.750
C 5.442 -6.065 -3.693
C 4.375 1.900 -2.834
C 3.021 -1.552 -4.902
C 3.249 3.832 -1.280
C -5.708 -3.781 -3.288
C -4.205 2.646 1.279
C -3.878 4.653 0.146
C 3.214 -5.281 -2.362
C 3.552 -3.567 5.050
H -0.481 -0.063 5.376
H -4.157 1.900 2.140
H 3.179 -1.107 -6.964
H 1.550 3.722 2.030
H 2.829 4.658 -0.718
H -4.777 2.258 -1.889
H -5.273 -4.628 -3.885
H -2.694 0.644 6.872
H 5.736 -7.279 -1.988
H 3.987 -2.661 1.337
H 4.406 0.625 -1.235
H 3.996 -2.109 -5.002
H -8.169 -2.814 -1.361
H -0.358 9.429 -2.852
H -2.773 -0.091 -0.324
H -2.397 2.012 0.297
H -3.743 5.801 -0.009
H 1.969 -0.784 0.201
H 0.097 7.568 -4.040
H 4.312 -5.587 4.631
H -3.848 -2.852 -3.245
H -4.187 4.446 -1.941
H -1.916 -2.244 -0.164
H 2.382 -4.690 -1.694
H 2.879 -1.746 6.379
H 0.860 -0.097 -2.698
H -1.433 7.281 0.295
H 0.481 -3.539 0.099
H 3.315 -3.921 6.105
H 2.867 -1.112 2.773
H 4.018 -6.082 -0.690
H -3.157 -3.817 1.926
H 0.987 0.308 -6.891
H -4.604 -0.857 -2.055
H -6.853 -0.987 -0.702
H 1.132 1.827 0.297
H -1.776 2.739 4.460
H 0.783 6.163 2.087
H -0.684 -6.435 0.028
H -3.571 4.439 2.379
H 0.650 2.146 3.021
H 0.117 5.084 -4.110
H 2.816 -4.419 -4.302
H 2.589 -1.653 -2.553
H 3.983 3.264 -4.327
H 1.235 -4.202 3.290
H -0.812 5.075 0.168
H -5.106 0.057 3.542
H 5.048 -5.846 2.126
H 1.503 -5.707 1.585
H -1.328 6.758 3.455
H 3.618 2.721 0.330
H -0.524 3.064 -1.212
H 6.251 -6.717 -4.212
H -1.048 -2.898 3.455
H 4.609 1.041 -3.350
H -3.236 -0.459 2.179
H -1.018 -0.491 3.080